1.
ORCA calculation (wB97M-V/def2-TZVPD) on a structure of composition C33H43IrO7PS2Si.

```
88
Properties=species:S:1:pos:R:3:forces:R:3:mulliken_spin:R:1
Ir -0.78657 -0.91386 -0.11252 -0.1 0.3 -0.3 2.160
O -0.77103 0.14541 3.95767 -0.1 0.1 0.0 0.016
C -1.36219 0.08579 2.88339 0.0 0.1 -0.2 0.021
O -0.88410 0.33995 1.72981 -0.1 -0.1 0.1 0.090
C -2.83433 -0.28268 2.90453 0.0 0.0 -0.1 0.068
C -3.73345 0.54250 3.56589 -0.1 0.0 0.0 -0.039
C -5.08400 0.22842 3.61453 0.1 0.0 0.0 0.085
C -5.54837 -0.94981 3.03626 0.0 0.0 0.0 -0.037
C -4.66127 -1.80010 2.40450 0.0 0.0 0.0 0.048
C -3.30478 -1.45612 2.29447 0.1 -0.1 0.1 0.004
S -2.25959 -2.51575 1.40070 0.1 0.4 -0.4 0.813
H -3.35898 1.43708 4.04782 0.0 0.0 0.0 0.000
H -5.77531 0.89060 4.12190 0.0 0.0 0.0 0.005
H -6.59928 -1.20567 3.08965 0.0 0.0 0.0 -0.001
H -5.00371 -2.72719 1.96031 0.0 0.0 0.0 0.008
C 0.92067 -2.67383 2.83507 -0.1 0.1 0.0 0.052
C 2.14700 -2.12270 2.12474 0.0 -0.1 0.1 -0.032
C 2.93279 -3.25810 1.47285 0.0 0.1 0.0 0.000
C 3.01628 -1.35445 3.11643 0.0 0.0 -0.1 0.008
O 1.64330 -1.23978 1.10347 0.2 0.1 0.1 0.098
Si 2.40131 -0.06432 0.22654 -0.4 -0.1 -0.5 0.039
S 0.89736 0.66260 -1.04933 -0.1 -0.3 0.3 0.213
O 3.16757 1.07255 1.10808 0.2 0.0 0.1 0.005
C 2.90504 2.35365 1.68114 -0.1 0.1 0.0 0.010
C 3.93804 2.53260 2.78772 0.0 0.0 0.0 0.001
C 1.49650 2.42157 2.24580 -0.1 -0.1 0.0 -0.011
C 3.09522 3.40789 0.59428 0.0 0.0 0.0 0.002
O 3.61873 -0.84819 -0.55660 0.0 -0.1 0.1 -0.001
C 4.71377 -0.38839 -1.34173 0.1 0.0 0.0 -0.004
C 4.31374 0.79933 -2.21406 -0.1 0.0 0.1 0.015
C 5.86679 -0.00587 -0.41464 -0.1 0.0 0.0 0.000
C 5.11150 -1.56679 -2.22322 0.0 0.0 0.0 0.000
H 1.21628 -3.39049 3.60418 0.0 0.0 0.0 -0.004
H 0.27404 -3.17844 2.11439 0.1 0.0 0.0 -0.007
H 0.36276 -1.85903 3.30283 0.1 -0.1 0.0 -0.013
H 3.28184 -3.95287 2.24048 0.0 0.0 0.0 -0.001
H 3.78840 -2.86406 0.92566 0.0 0.0 0.0 0.000
H 2.29325 -3.79543 0.76996 0.0 0.0 0.0 0.000
H 3.33388 -2.02166 3.92086 0.0 0.0 0.0 0.001
H 2.44374 -0.52949 3.54625 0.0 0.0 0.0 0.000
H 3.90325 -0.94995 2.62468 0.0 0.0 0.0 -0.001
H 3.80927 1.75441 3.54200 0.0 0.0 0.0 0.000
H 3.81984 3.50825 3.26429 0.0 0.0 0.0 0.000
H 4.94865 2.46058 2.37932 0.0 0.0 0.0 0.000
H 1.32376 1.62675 2.97337 0.0 0.0 0.0 0.000
H 0.75916 2.29761 1.45176 0.0 0.0 0.0 -0.003
H 1.33947 3.38641 2.73502 0.0 0.0 0.0 -0.001
H 4.11183 3.36414 0.19531 0.0 0.0 0.0 0.000
H 2.92275 4.40746 1.00005 0.0 0.0 0.0 0.000
H 2.38655 3.22766 -0.21695 0.0 0.0 0.0 0.002
H 4.03955 1.65522 -1.59410 0.0 0.0 0.0 -0.010
H 3.45022 0.54146 -2.82871 0.0 0.0 0.0 -0.005
H 5.14669 1.08509 -2.86044 0.0 0.0 0.0 0.000
H 5.53220 0.76146 0.28342 0.0 0.0 0.0 0.000
H 6.71388 0.37423 -0.99143 0.0 0.0 0.0 0.000
H 6.19265 -0.87731 0.15802 0.0 0.0 0.0 0.000
H 4.27311 -1.84181 -2.86516 0.0 0.0 0.0 0.000
H 5.36526 -2.42696 -1.60094 0.0 0.0 0.0 0.000
H 5.97203 -1.31117 -2.84618 0.0 0.0 0.0 0.000
O -2.87121 -4.00741 -2.40886 0.1 0.1 0.0 0.014
C -2.50103 -2.98894 -1.84553 -0.1 0.1 0.0 -0.018
O -1.30709 -2.73499 -1.42809 0.0 -0.2 0.2 0.098
C -3.55662 -1.86724 -1.59886 0.2 0.0 0.0 0.044
P -2.59804 -0.31378 -1.60480 0.2 -0.1 0.1 0.226
C -2.19795 -0.23134 -3.38813 0.0 0.0 0.0 0.008
C -3.22017 -0.11568 -4.33180 0.1 0.0 0.0 -0.002
C -2.93139 -0.14874 -5.68632 -0.1 0.0 0.0 -0.001
C -1.61756 -0.30286 -6.11148 0.0 0.0 0.0 0.001
C -0.59800 -0.42065 -5.18035 0.0 0.0 0.0 0.000
C -0.88570 -0.38715 -3.82121 -0.1 0.0 0.0 -0.013
C -3.75869 1.06647 -1.36487 0.0 0.0 0.1 0.002
C -3.65595 2.24370 -2.10728 0.0 0.0 0.0 0.031
C -4.45962 3.33475 -1.81002 0.0 0.0 0.0 -0.013
C -5.37100 3.26918 -0.76442 0.0 0.0 0.0 0.025
C -5.46662 2.10842 -0.00914 0.0 0.0 0.0 -0.017
C -4.65987 1.01989 -0.30078 0.0 -0.1 0.0 0.025
H -3.99587 -2.02847 -0.61288 0.0 0.1 0.0 -0.032
H -4.33928 -1.91088 -2.35295 0.0 0.0 0.0 0.001
H -4.24679 0.00375 -4.00410 0.0 0.0 0.0 0.004
H -3.73282 -0.06502 -6.41041 0.0 0.0 0.0 0.000
H -1.39288 -0.33886 -7.17090 0.0 0.0 0.0 0.000
H 0.42617 -0.54839 -5.50741 0.0 0.0 0.0 0.001
H -0.09455 -0.48524 -3.08951 0.0 0.0 -0.1 0.008
H -2.94123 2.30553 -2.91865 0.0 0.0 0.0 0.004
H -4.36793 4.24421 -2.39160 0.0 0.0 0.0 -0.001
H -5.99556 4.12378 -0.53375 0.0 0.0 0.0 0.003
H -6.16202 2.05134 0.82003 0.0 0.0 0.0 -0.001
H -4.72374 0.12620 0.31066 0.0 0.0 0.0 0.009
```
Forces are in eV/Å.

## Properties
* gap between HOMO and LUMO (alpha / beta): 6.5 / 5.5 eV
* total charge: -1
* max |F|: 0.60 eV Å⁻¹
* energy above the lowest of the compared OMol25 structures with the same formula, charge and spin: 21.1 kcal per mole
* multiplicity: 5

2.
ORCA calculation (wB97M-V/def2-TZVPD) on a structure of composition C33H44BeN4O7SSi.

```
91
Properties=species:S:1:pos:R:3:forces:R:3:lowdin_charge:R:1
Be -0.77356 0.97468 0.03037 0.0 -0.2 -0.3 0.051
C -1.03016 1.90518 -3.92442 0.0 0.0 0.1 -0.010
C -2.13946 1.15611 -4.27858 0.0 0.0 0.0 -0.017
C -2.72122 0.32052 -3.33612 0.0 0.0 0.0 0.037
C -2.19191 0.30193 -2.06079 -0.1 -0.1 0.0 -0.167
N -1.14968 1.06170 -1.70743 0.2 0.0 0.0 0.109
C -0.56878 1.83260 -2.62377 0.0 0.0 0.0 -0.067
C -2.69081 -0.53177 -0.94225 0.0 0.0 0.0 -0.167
C -3.64390 -1.52383 -1.09540 0.0 0.0 0.0 0.026
C -3.97978 -2.28633 0.00701 0.0 0.0 0.0 -0.011
C -3.36219 -2.03021 1.21852 0.0 0.0 0.0 0.009
C -2.42630 -1.00642 1.30981 -0.1 0.0 -0.1 -0.159
N -2.09978 -0.27352 0.23687 0.0 0.0 0.1 0.174
C -1.83194 -0.68915 2.63964 0.0 0.0 0.0 -0.209
C -1.51308 -1.71425 3.52291 0.0 0.0 0.0 -0.010
C -1.06250 -1.38824 4.79104 0.0 0.0 0.0 -0.049
C -0.94042 -0.05356 5.13318 0.0 0.0 0.0 -0.057
C -1.26165 0.89853 4.17965 0.0 0.0 0.0 -0.118
N -1.70166 0.59788 2.96148 0.0 0.0 0.0 0.117
H -0.56118 2.57761 -4.62685 0.0 0.0 0.0 0.122
H -2.56107 1.23552 -5.26901 -0.1 0.0 0.0 0.121
H -3.59370 -0.26244 -3.58943 0.0 0.0 0.0 0.124
H 0.27141 2.42496 -2.28727 0.0 0.0 0.0 0.118
H -4.10363 -1.70020 -2.05558 0.0 0.0 0.0 0.121
H -4.72200 -3.06887 -0.07394 0.0 0.0 0.0 0.122
H -3.62803 -2.58832 2.10399 0.0 0.0 0.0 0.121
H -1.59767 -2.74746 3.21931 0.0 0.0 0.0 0.111
H -0.80184 -2.16772 5.49443 0.0 0.0 0.0 0.117
H -0.59377 0.25161 6.11026 0.0 0.0 0.0 0.112
H -1.16827 1.95447 4.40814 0.0 0.0 0.0 0.117
C 3.31126 -0.00611 -3.29389 0.0 0.0 0.0 -0.023
C 3.50257 0.18432 -1.79557 0.0 0.0 0.0 -0.635
C 3.38278 1.65845 -1.42670 0.0 0.0 0.0 -0.020
C 4.84912 -0.37524 -1.35294 0.0 0.0 0.0 -0.019
O 2.45480 -0.56817 -1.17368 0.0 0.0 0.0 -0.107
Si 1.82371 -0.49537 0.33722 0.0 0.0 -0.1 0.066
O 0.60098 0.52403 0.39329 0.0 0.2 0.3 -0.143
O 3.01545 -0.02770 1.35549 0.1 0.0 -0.1 -0.097
C 3.33813 -0.38208 2.69995 0.0 0.0 0.0 -0.638
C 3.90952 -1.79477 2.73383 0.0 0.0 0.0 -0.018
C 2.08692 -0.28040 3.56080 0.0 0.0 0.0 -0.031
C 4.38541 0.62539 3.15478 0.0 0.0 0.0 -0.026
O 1.32845 -2.01186 0.73914 -0.1 0.0 0.0 -0.097
C 1.12706 -3.18293 -0.05975 0.0 0.0 0.0 -0.632
C 2.47454 -3.72152 -0.52717 0.0 0.0 0.0 -0.015
C 0.44514 -4.19364 0.85249 0.0 0.0 0.0 -0.024
C 0.22474 -2.86418 -1.24775 0.0 0.0 0.0 -0.010
H 4.08479 0.51963 -3.85538 0.0 0.0 0.0 0.089
H 2.33604 0.37645 -3.60026 0.0 0.0 0.0 0.079
H 3.35902 -1.06650 -3.54562 0.0 0.0 0.0 0.088
H 4.15828 2.24177 -1.92608 0.0 0.0 0.0 0.093
H 3.48814 1.79731 -0.35000 0.0 0.0 0.0 0.082
H 2.41003 2.04164 -1.73751 0.0 0.0 0.0 0.067
H 5.66243 0.14034 -1.86693 0.0 0.0 0.0 0.090
H 4.91045 -1.43788 -1.59350 0.0 0.0 0.0 0.085
H 4.97862 -0.25105 -0.27842 0.0 0.0 0.0 0.074
H 3.15600 -2.51811 2.42476 0.0 0.0 0.0 0.069
H 4.24660 -2.04502 3.74154 0.0 0.0 0.0 0.089
H 4.76268 -1.86756 2.05724 0.0 0.0 0.0 0.091
H 1.31780 -0.96169 3.19222 0.0 0.0 0.0 0.070
H 1.69539 0.73777 3.53286 0.0 0.0 0.0 0.090
H 2.30779 -0.54050 4.59848 0.0 0.0 0.0 0.095
H 5.26363 0.57022 2.51028 0.0 0.0 0.0 0.086
H 4.69540 0.42536 4.18165 0.0 0.0 0.0 0.087
H 3.98121 1.63678 3.10071 0.0 0.0 0.0 0.088
H 3.11257 -3.93519 0.33173 0.0 0.0 0.0 0.086
H 2.97379 -2.99140 -1.16190 0.0 0.0 0.0 0.071
H 2.33945 -4.64453 -1.09414 0.0 0.0 0.0 0.091
H 1.05600 -4.37595 1.73777 0.0 0.0 0.0 0.088
H 0.28836 -5.14065 0.33412 0.0 0.0 0.0 0.090
H -0.52560 -3.80941 1.17109 0.0 0.0 0.0 0.067
H 0.68174 -2.11146 -1.89014 0.0 0.0 0.0 0.083
H -0.73912 -2.49499 -0.89101 0.0 0.0 0.0 0.071
H 0.04451 -3.76319 -1.84060 0.0 0.0 0.0 0.095
N -1.31925 2.51593 0.74352 0.1 0.0 0.1 0.114
C -2.38824 3.09116 -0.04082 0.0 0.0 0.0 -0.293
C -2.10891 4.07956 -0.97282 0.0 0.0 0.0 -0.044
C -3.02849 4.34774 -1.97325 0.0 0.0 0.0 -0.042
C -4.22026 3.63414 -2.03776 0.1 0.0 0.0 -0.250
C -4.55097 2.76611 -1.01102 -0.1 0.0 0.0 -0.041
C -3.63578 2.49300 -0.00324 0.0 0.0 0.0 -0.042
S -5.22411 3.72750 -3.52451 -0.1 0.1 0.1 0.405
O -5.45573 5.14301 -3.72223 0.0 0.0 0.0 -0.341
O -4.33651 3.12271 -4.51588 0.1 -0.1 -0.1 -0.362
O -6.39407 2.92676 -3.21201 0.0 0.0 0.0 -0.359
H -1.62210 2.22028 1.67450 0.0 0.0 0.0 0.086
H -0.53263 3.14899 0.85003 0.0 0.0 0.0 0.132
H -1.14806 4.58399 -0.95920 0.0 0.0 0.0 0.115
H -2.81164 5.07447 -2.74588 0.0 0.0 0.0 0.124
H -5.51376 2.27263 -1.04897 0.0 0.0 0.0 0.113
H -3.86760 1.77060 0.77120 0.0 0.0 0.0 0.111
```
Forces are in eV/Å.

## Properties
* gap between HOMO and LUMO: 6.7 eV
* max |F|: 0.37 eV Å⁻¹